C4H10N2O | ωB97M-V/def2-TZVPD

```
17
Properties=species:S:1:pos:R:3:forces:R:3:mulliken_charge:R:1
C 0.093225 0.917640 0.022135 0.4133 -0.0823 0.6248 -0.03
C 0.958207 -1.113619 -1.114974 0.1060 -0.0299 -0.2408 -1.09
N -0.021807 -0.488350 -0.263335 -0.1794 0.2888 0.0411 0.14
N 1.077046 1.527879 -0.848306 -0.0202 0.1208 -0.0447 -0.61
C -0.738000 -1.276773 0.611181 0.0763 -0.0547 -0.0905 0.21
C -1.503668 -0.879230 1.623414 -0.0856 0.0274 0.2614 -0.98
O -1.164384 1.490820 -0.191544 -0.3761 0.2694 -0.3191 -0.56
H -1.168569 2.404861 0.115250 0.0646 -0.1006 0.1302 0.32
H 0.366219 1.045252 1.105051 -0.1485 -0.1189 -0.4615 0.39
H 2.002231 1.512930 -0.443132 0.0393 0.0717 0.0351 0.21
H 0.821600 2.479314 -1.073423 0.0058 -0.0451 0.0521 0.22
H -0.647649 -2.332989 0.392020 -0.0147 -0.0647 0.0083 0.22
H 1.098878 -0.504524 -2.005024 0.0542 -0.1998 0.0348 0.35
H 1.925497 -1.232089 -0.611378 0.0739 -0.0909 -0.0738 0.32
H 0.592596 -2.096098 -1.409618 0.0297 0.0008 0.0295 0.35
H -2.031376 -1.607604 2.212944 0.0001 -0.1855 0.0578 0.26
H -1.660045 0.152582 1.878737 -0.0388 0.1935 -0.0447 0.28
```
Forces are in eV/Å.

Its charge is 0. The value obtained for the energy above the lowest of the compared OMol25 structures with the same formula, charge and spin is 50.2 kcal/mol. As for the LUMO energy: 0.8 eV. For the gap between HOMO and LUMO, the calculation gives 8.52 eV. The SMILES is C=CN(C)[C@@H](N)O.